Entry 1:
# C3H3NO2S

One molecule with the formula C3H3NO2S at a distorted geometry (ωB97M-V/def2-TZVPD, OMol25).

Properties
Energy relative to the best compared isomer or geometry (same formula, charge and spin) = 531.3 kJ/mol
Net charge = 0
Gap between HOMO and LUMO (alpha / beta) = 7.77 / 7.90 eV

Positions of all 10 atoms, in Å:
C  -1.068  0.020  0.578
C  -0.142  0.895  0.993
C  -0.772  -0.798  -0.490
N  0.471  -0.487  -1.101
O  1.077  -0.964  -2.038
O  2.487  0.433  0.558
S  1.263  0.909  -0.126
H  -2.004  -0.142  0.994
H  -0.113  1.794  1.607
H  -1.199  -1.660  -0.977

Entry 2:
# C3H3NO2S

One molecule with the formula C3H3NO2S at a distorted geometry (ωB97M-V/def2-TZVPD, OMol25).

Properties
Energy relative to the best compared isomer or geometry (same formula, charge and spin) = 330.5 kJ/mol
Net charge = 0
Gap between HOMO and LUMO = 8.51 eV
Structure (SMILES) = Oc1cnc(S)o1

Positions of all 10 atoms, in Å:
C  -1.101  -0.309  -0.115
C  -0.682  1.063  0.064
C  1.074  -0.089  -0.303
H  -1.949  -1.806  0.337
H  -1.335  1.980  0.242
H  3.054  0.693  0.364
N  0.640  1.144  -0.272
O  -2.344  -0.978  -0.155
O  -0.076  -1.013  -0.094
S  2.720  -0.686  -0.067